16 unconnected molecules or ions with the total composition C48H128O16 in a non-equilibrium geometry. Source: the Open Molecules 2025 dataset; level of theory: ωB97M-V/def2-TZVPD.

Last column: Löwdin charge in e.
Cartesian coordinates (Å):
C1 24.45916 15.46355 21.01027  -0.045
C2 24.69420 15.89552 19.53935  -0.504
C3 23.47527 15.78322 18.68852  -0.080
O1 25.14098 17.23138 19.40358  -0.053
H1 24.18696 14.40837 20.98545  0.076
H2 23.59621 15.98719 21.42164  0.076
H3 25.32936 15.71854 21.61510  0.075
H4 25.47686 15.29557 19.07502  0.133
H5 23.02159 14.79245 18.71397  0.077
H6 23.73462 15.98296 17.64883  0.081
H7 22.67873 16.49123 18.91731  0.082
H8 25.02875 17.73516 20.21304  0.083
C4 28.44446 10.34469 28.09474  -0.050
C5 28.73429 8.96617 27.42751  -0.530
C6 27.90208 8.77644 26.18232  -0.062
O2 30.07679 8.93461 27.13784  -0.025
H9 28.88627 11.22224 27.62271  0.072
H10 28.95311 10.30490 29.05796  0.071
H11 27.39416 10.62939 28.15734  0.071
H12 28.47159 8.20061 28.15757  0.132
H13 28.11758 9.51308 25.40837  0.080
H14 26.85706 9.03147 26.35835  0.071
H15 27.94692 7.77637 25.75110  0.078
H16 30.43227 8.71533 28.00222  0.094
C7 23.74191 7.70260 29.52315  -0.036
C8 23.21107 6.22362 29.54565  -0.488
C9 23.07866 5.68495 30.95794  -0.065
O3 21.97192 6.12546 28.89879  -0.058
H17 23.54289 8.20225 28.57508  0.068
H18 24.83132 7.67209 29.50425  0.069
H19 23.29139 8.27149 30.33646  0.072
H20 23.82136 5.57666 28.91551  0.133
H21 22.53056 4.74538 31.02813  0.078
H22 22.33901 6.21467 31.55826  0.070
H23 24.02994 5.63379 31.48762  0.084
H24 21.35307 6.63235 29.42953  0.077
C10 16.36943 5.69456 26.78722  -0.060
C11 15.99919 6.05511 25.35485  -0.522
C12 16.10234 7.57647 25.13858  -0.062
O4 16.85996 5.47263 24.43692  -0.039
H25 17.37780 6.04927 27.00052  0.081
H26 16.34953 4.60474 26.78542  0.083
H27 15.62779 6.14372 27.44777  0.081
H28 15.00751 5.61765 25.23948  0.138
H29 17.08886 8.04001 25.13756  0.079
H30 15.42765 8.13956 25.78341  0.066
H31 15.72526 7.82603 24.14680  0.067
H32 17.72963 5.68229 24.78522  0.082
C13 25.23716 14.21909 31.23294  -0.063
C14 25.33644 13.35854 32.46599  -0.522
C15 24.06838 12.60916 32.66465  -0.077
O5 26.27676 12.34462 32.20426  -0.045
H33 24.56982 15.04137 31.49106  0.080
H34 24.79941 13.71206 30.37307  0.086
H35 26.17287 14.68722 30.92731  0.079
H36 25.60136 13.95922 33.33611  0.138
H37 24.03118 11.78938 33.38206  0.081
H38 23.70220 12.12953 31.75692  0.082
H39 23.26947 13.25697 33.02546  0.079
H40 27.04250 12.85260 31.92642  0.082
C16 16.99665 14.75376 31.09110  -0.046
C17 18.05810 15.45327 30.28888  -0.537
C18 19.48590 15.47608 30.81404  -0.047
O6 18.20641 14.76692 29.11133  -0.063
H41 16.03242 15.06387 30.68834  0.079
H42 16.96176 15.15077 32.10563  0.081
H43 17.10651 13.67023 31.04629  0.084
H44 17.70257 16.43520 29.97664  0.135
H45 19.92501 14.49536 30.99696  0.078
H46 19.64265 16.09429 31.69798  0.075
H47 20.20544 15.92099 30.12671  0.071
H48 17.36944 14.83582 28.64624  0.091
C19 18.80386 19.22022 27.10907  -0.060
C20 19.25096 19.04025 25.66465  -0.522
C21 19.02528 17.62287 25.15374  -0.052
O7 18.54084 19.94660 24.86254  -0.040
H49 17.72153 19.12513 27.19637  0.085
H50 19.09578 20.22944 27.39951  0.073
H51 19.36455 18.53418 27.74395  0.073
H52 20.31997 19.25306 25.65728  0.128
H53 19.60750 16.88502 25.70573  0.071
H54 19.41303 17.49663 24.14289  0.073
H55 17.98515 17.30325 25.21739  0.083
H56 18.89525 20.82613 25.01230  0.090
C22 23.28850 12.40085 25.43677  -0.072
C23 21.95431 13.03658 25.65416  -0.528
C24 20.78694 12.14376 25.14643  -0.037
O8 21.90393 13.22030 27.02305  -0.041
H57 23.33553 11.41016 25.88887  0.080
H58 24.10749 12.95708 25.89280  0.080
H59 23.47187 12.20588 24.38015  0.077
H60 21.98821 14.01403 25.17293  0.131
H61 20.87251 12.06259 24.06284  0.074
H62 19.84162 12.57320 25.47817  0.071
H63 20.79328 11.10912 25.48931  0.078
H64 20.98819 13.41198 27.23815  0.083
C25 24.09623 18.72130 27.53455  -0.069
C26 23.93467 20.07826 28.10208  -0.478
C27 23.44356 20.22384 29.59531  -0.044
O9 25.24091 20.63196 28.16905  -0.074
H65 23.16385 18.21221 27.29043  0.076
H66 24.62016 17.97285 28.12906  0.082
H67 24.71149 18.74290 26.63506  0.083
H68 23.32322 20.68030 27.42994  0.128
H69 24.06038 19.66710 30.30078  0.079
H70 22.52635 19.63495 29.60050  0.064
H71 23.28066 21.25188 29.91886  0.075
H72 25.25156 21.39604 28.75015  0.078
C28 25.77751 9.63521 21.23932  -0.074
C29 26.59772 8.54720 20.68824  -0.587
C30 25.94975 7.61580 19.65673  -0.030
O10 27.71580 9.06833 20.11430  -0.022
H73 25.41920 10.30293 20.45581  0.087
H74 26.36592 10.23215 21.93611  0.081
H75 24.88109 9.26637 21.73779  0.081
H76 26.85542 8.00612 21.59870  0.131
H77 25.01860 7.25876 20.09669  0.076
H78 26.66431 6.84914 19.35721  0.081
H79 25.69244 8.18355 18.76254  0.081
H80 28.14153 9.58865 20.79958  0.094
C31 22.93621 6.22863 24.34562  -0.048
C32 21.95023 5.06027 24.21585  -0.520
C33 22.61693 3.71155 24.27910  -0.060
O11 20.92280 5.10514 25.17020  -0.044
H81 23.36035 6.10864 25.34251  0.077
H82 22.54210 7.24046 24.25091  0.073
H83 23.65999 6.14457 23.53495  0.074
H84 21.42967 5.18846 23.26681  0.133
H85 22.79250 3.33319 25.28612  0.082
H86 23.54779 3.60868 23.72142  0.077
H87 21.94104 2.99682 23.80958  0.079
H88 21.36474 5.27819 26.00467  0.074
C34 13.06221 12.05479 27.55706  -0.081
C35 14.16719 12.86461 27.00396  -0.515
C36 14.35530 12.68008 25.49878  -0.055
O12 13.83014 14.23353 27.23220  -0.054
H89 12.06590 12.19118 27.13652  0.085
H90 12.92905 12.22435 28.62553  0.086
H91 13.22427 10.98701 27.40981  0.081
H92 15.11673 12.52409 27.41691  0.137
H93 14.64075 11.64147 25.33167  0.077
H94 15.13259 13.28127 25.02709  0.079
H95 13.40535 12.99118 25.06416  0.081
H96 13.01712 14.32076 26.72923  0.078
C37 19.58514 10.21668 30.35347  -0.047
C38 19.39786 9.28233 31.56808  -0.529
C39 18.36856 9.84123 32.52213  -0.055
O13 19.00836 8.06943 31.02234  -0.048
H97 18.71304 10.67010 29.88235  0.078
H98 20.05557 9.64518 29.55335  0.069
H99 20.31562 10.99172 30.58546  0.072
H100 20.37224 9.13483 32.03384  0.130
H101 18.81753 10.74126 32.94219  0.085
H102 18.20621 9.15089 33.34988  0.075
H103 17.42313 9.97486 31.99639  0.088
H104 18.79356 7.49891 31.76394  0.090
C40 18.34966 14.79052 20.52727  -0.054
C41 17.11664 14.98637 19.59560  -0.537
C42 16.64480 13.65921 19.09845  -0.064
O14 16.16814 15.68344 20.32362  -0.037
H105 18.77601 15.78588 20.65210  0.069
H106 19.12172 14.12397 20.14293  0.069
H107 18.05132 14.32204 21.46516  0.079
H108 17.38465 15.62008 18.75022  0.132
H109 15.78945 13.86877 18.45614  0.079
H110 16.25122 13.05580 19.91644  0.086
H111 17.38398 13.14921 18.48070  0.085
H112 16.53954 16.49911 20.66766  0.093
C43 28.32789 15.50652 25.88284  -0.082
C44 29.78291 15.34952 26.04335  -0.552
C45 30.67207 16.16650 25.19373  -0.054
O15 30.03753 15.56089 27.41945  -0.038
H113 27.83890 14.70805 26.44088  0.086
H114 27.97302 15.42224 24.85568  0.082
H115 27.95135 16.47838 26.20193  0.083
H116 29.84191 14.29947 25.75699  0.139
H117 31.66069 15.71788 25.09641  0.084
H118 30.74269 17.17533 25.60041  0.087
H119 30.30302 16.22163 24.16959  0.082
H120 29.65867 16.42321 27.60509  0.083
C46 19.48071 8.46034 20.72601  -0.058
C47 18.49287 7.61595 19.95657  -0.538
C48 17.19310 8.32981 19.65295  -0.066
O16 19.11262 7.18061 18.78069  -0.029
H121 20.43491 7.93465 20.69092  0.078
H122 19.21533 8.64225 21.76744  0.075
H123 19.55314 9.42742 20.22842  0.078
H124 18.14023 6.78834 20.57204  0.138
H125 17.28268 9.10120 18.88808  0.077
H126 16.71391 8.72096 20.55044  0.082
H127 16.49000 7.60988 19.23411  0.081
H128 18.97928 7.94530 18.21582  0.083

Force components x, y, z for each atom (eV/Å):
C -0.119 0.487 -1.214
C -0.159 0.162 0.753
C -1.016 -0.496 -0.915
O 0.579 0.691 0.151
H 0.393 -0.082 0.393
H -0.081 0.185 -0.026
H 0.038 -0.469 0.067
H 0.118 -0.281 0.253
H 0.084 -0.194 0.061
H 0.098 -0.022 -0.042
H 0.155 0.155 0.437
H -0.098 -0.147 0.096
C 0.116 -0.102 0.087
C -2.294 1.948 -0.175
C -0.629 0.331 -0.527
O 1.462 -0.822 0.058
H 0.384 -0.393 -0.686
H -0.479 0.182 0.400
H -0.146 -0.502 0.510
H -0.103 -0.242 0.054
H 0.720 -0.044 -0.081
H -0.177 -0.417 0.482
H 0.156 0.020 0.065
H 0.961 0.058 -0.190
C 0.099 -1.274 -0.584
C 0.229 0.814 -0.060
C -0.412 -0.365 0.496
O -0.932 0.127 -0.393
H -0.555 -0.190 -0.071
H 0.109 0.200 0.836
H 0.366 0.093 0.059
H 0.513 0.069 0.304
H 0.740 -0.703 -0.698
H 0.343 1.174 0.019
H -0.111 -0.027 0.069
H -0.469 0.115 -0.059
C -0.011 -0.215 -0.810
C 0.334 1.531 1.091
C -1.708 0.341 -0.677
O 0.476 -0.957 -0.541
H 0.014 0.029 0.293
H 0.024 -0.027 0.655
H 0.211 -0.218 0.280
H -0.194 0.497 -0.666
H 0.280 -0.566 0.543
H 0.177 0.024 0.435
H -0.051 -0.211 -0.291
H 0.532 -0.231 -0.324
C -0.675 1.197 0.094
C -0.282 -0.924 -0.887
C -2.127 -0.316 0.649
O 1.191 -0.014 0.273
H -0.146 0.255 -0.222
H 0.127 -0.255 0.134
H 0.228 -0.149 0.123
H 0.105 0.016 0.198
H 0.886 0.094 0.297
H 0.226 0.277 -0.341
H -0.113 0.310 -0.197
H 0.566 -0.501 -0.154
C -0.389 0.860 0.803
C 0.913 0.337 0.392
C 0.693 0.765 0.825
O 0.008 -1.379 -2.704
H -0.178 -0.385 -0.252
H 0.170 -0.368 0.286
H 0.067 0.103 0.200
H 0.174 0.625 0.778
H -0.528 -0.274 0.165
H -0.404 -0.183 0.368
H -0.441 0.107 -0.600
H -0.077 -0.240 -0.343
C 0.500 0.134 -0.201
C -0.156 -0.770 0.866
C 0.429 -0.204 -0.144
O -0.154 0.234 -0.835
H 0.081 -0.200 0.131
H -0.161 0.119 0.229
H -0.305 -0.141 0.210
H 0.273 0.027 -0.326
H 0.024 0.180 0.479
H -0.368 0.270 -0.248
H -0.079 0.223 -0.153
H -0.066 0.091 0.008
C 0.751 -1.063 -0.599
C 0.189 -1.146 -0.647
C 0.691 0.576 -0.108
O -0.715 0.303 1.559
H -0.261 -0.078 0.263
H -0.101 0.284 -0.237
H 0.200 0.348 -0.145
H -0.510 0.143 -0.428
H -0.433 0.294 -0.125
H -0.175 0.103 -0.396
H 0.446 0.090 0.467
H -0.107 0.168 0.441
C 0.031 -1.797 -0.434
C 0.826 1.469 2.593
C -1.094 -1.857 -1.553
O 1.144 0.247 -0.953
H -0.272 0.348 -0.138
H 0.128 0.410 0.711
H -0.216 0.388 -0.232
H -0.297 0.096 0.026
H 0.530 0.290 -0.240
H -0.644 0.468 0.446
H -0.017 -0.087 -0.187
H -0.134 -0.002 -0.047
C -1.737 1.207 -0.170
C -0.951 -1.652 0.426
C -0.088 0.923 0.619
O 2.170 0.769 -0.897
H 0.061 0.167 -0.160
H -0.047 -0.002 0.169
H 0.051 -0.066 0.263
H 0.315 -0.941 -0.021
H 0.110 -0.542 -0.217
H -0.296 -0.199 0.228
H 0.005 0.132 -0.023
H 0.397 0.205 -0.194
C -0.180 -0.508 0.060
C 0.084 0.969 -0.829
C 0.070 -1.023 -0.647
O -0.407 0.365 0.485
H 0.649 0.298 -0.058
H -0.565 -0.195 0.151
H 0.414 -0.160 0.333
H 0.046 -0.259 -0.217
H 0.009 0.378 0.191
H 0.114 0.370 -0.023
H -0.096 -0.157 0.126
H -0.212 0.001 0.519
C -0.906 -1.713 0.734
C 0.299 0.525 -1.484
C -0.196 -0.210 0.271
O 0.889 0.077 0.468
H 0.069 0.599 -0.482
H 0.246 0.037 0.063
H 0.265 -0.169 0.129
H 0.044 0.820 0.824
H -0.486 -0.132 -0.431
H 0.074 0.254 0.479
H -0.056 -0.527 -0.578
H -0.184 0.435 0.025
C 1.073 -0.188 -0.069
C -0.071 1.539 -1.245
C 0.641 -0.381 0.299
O -0.569 -1.503 -0.266
H -0.340 -0.104 0.573
H 0.084 -0.198 0.005
H -0.191 0.272 0.111
H 0.170 0.306 0.348
H -0.568 0.310 0.006
H -0.070 -0.069 0.139
H 0.076 0.369 0.111
H -0.145 -0.365 -0.057
C -0.147 0.128 -0.744
C 2.656 -0.279 0.578
C -1.529 0.337 -0.384
O -1.808 0.020 0.545
H 0.268 -0.104 0.533
H 0.028 0.150 -0.446
H -0.253 0.388 0.136
H 0.402 -0.142 -0.338
H -0.177 -0.251 -0.190
H 0.338 -0.235 0.032
H 0.102 0.006 0.351
H 0.132 -0.024 -0.053
C -1.977 0.625 -0.836
C -0.615 -0.934 0.160
C 0.532 0.471 -0.981
O 0.754 -0.602 0.346
H -0.147 0.234 0.178
H 0.211 -0.170 -0.240
H -0.017 0.170 0.330
H 1.138 -0.339 0.617
H 0.122 0.186 0.368
H 0.155 0.094 -0.129
H -0.187 0.120 -0.045
H 0.011 0.138 0.243
C 0.100 0.057 0.159
C -0.913 0.396 1.306
C -0.635 -0.235 -0.317
O -0.187 -0.279 -0.486
H 0.114 0.235 0.089
H -0.167 -0.077 0.007
H 0.308 0.132 -0.016
H 0.673 -0.583 -0.137
H 0.227 0.390 0.134
H 0.180 0.221 0.005
H -0.046 -0.117 -0.040
H 0.350 -0.142 -0.672

Computed properties:
multiplicity	1
total energy	-84606.5046	eV